ORCA calculation (wB97M-V/def2-TZVPD) on a cluster of 2 separate species, C4H11N2O in total.

Its charge is -2. Its expectation value of S² is 0.7596. Its spin multiplicity is 2. As for the LUMO energy (spin up / spin down): 0.2625 / 0.2656 hartree. The calculation puts the energy above the lowest of the compared OMol25 structures with the same formula, charge and spin at 68.95 kcal/mol.

```
18
Properties=species:S:1:pos:R:3:forces:R:3
C -0.368496 -0.986109 -0.294975 -0.78 3.80 -1.66
N -0.991127 0.285966 -0.918533 0.06 0.80 -0.75
C 0.925023 -1.482844 -1.048613 -2.38 -0.82 1.51
C 1.979196 -0.390112 -1.206486 0.32 0.19 -0.52
N 1.006089 -2.439899 -0.043803 2.54 -1.82 -0.01
C -1.439096 1.481035 2.211898 -0.65 1.64 -1.17
O -1.374030 2.258044 1.050813 -0.59 -0.16 0.92
H -1.180753 -1.724872 -0.207646 0.76 0.23 -0.04
H -0.047051 -0.510123 0.621215 0.16 -1.15 0.67
H -0.355623 0.686844 -1.622532 -0.21 -0.65 0.14
H -1.038885 1.110124 -0.240536 -0.37 -1.10 -0.08
H 0.573672 -1.851376 -2.054642 0.31 0.17 -0.11
H 2.996416 -0.766413 -1.393733 -0.13 -0.34 0.65
H 1.933169 0.305540 -0.368202 0.28 -0.13 0.19
H 1.832260 0.200684 -2.111054 -0.52 0.35 -0.33
H -1.243614 2.171421 3.098491 0.35 -1.03 -0.09
H -0.752513 0.647966 2.050629 0.32 -0.30 1.10
H -2.454636 1.004122 2.477709 0.52 0.32 -0.41
```
Forces are in eV/Å.

ORCA calculation (wB97M-V/def2-TZVPD) on the molecule C18H23FN6O4.

Its structure (SMILES) is Cc1nccn1[C@H](C)C(=O)NC[C@@H]1CCCN(C(=O)c2nc(O)nc(O)c2F)C1. Its spin multiplicity is 1. As for the LUMO energy: 0.0093 hartree. The calculation puts the energy above the lowest of the compared OMol25 structures with the same formula, charge and spin at 0.19 kcal/mol.

```
52
Properties=species:S:1:pos:R:3:forces:R:3
C -3.228169 -0.698242 -4.326935 0.01 0.00 0.00
C -2.436721 0.540206 -4.093757 -0.01 0.00 -0.01
N -2.169990 1.464061 -4.986822 0.01 0.00 0.00
C -1.416284 2.406527 -4.329857 -0.02 0.01 0.00
C -1.233961 2.051896 -3.027659 0.01 0.01 -0.01
N -1.880435 0.841493 -2.885287 -0.01 -0.01 0.00
C -2.041158 0.056476 -1.664186 0.02 0.01 0.01
C -3.334819 0.403748 -0.942632 0.00 0.00 0.00
C -0.845161 0.318997 -0.741343 -0.01 -0.02 0.01
O -0.852930 1.259263 0.036184 0.00 0.01 -0.01
N 0.188823 -0.542340 -0.854627 0.01 0.01 0.00
C 1.383167 -0.386541 -0.041473 0.00 0.01 0.01
C 2.571399 0.223044 -0.787606 -0.01 0.01 0.00
C 2.252508 1.616747 -1.351442 0.00 -0.01 -0.02
C 3.104958 1.915719 -2.580454 0.00 0.01 0.01
C 2.741754 0.966286 -3.729298 -0.09 0.05 0.06
N 2.421131 -0.357257 -3.181863 0.10 -0.04 -0.08
C 1.595925 -1.254631 -3.749947 0.13 -0.07 -0.04
O 1.209152 -2.273483 -3.190886 -0.12 0.07 0.05
C 1.184749 -1.021965 -5.188954 -0.03 0.00 -0.01
N -0.121557 -1.104299 -5.458654 0.01 -0.01 0.01
C -0.456914 -0.989235 -6.726379 0.00 0.02 -0.01
O -1.754265 -1.119146 -7.012169 0.02 0.00 0.01
N 0.362338 -0.778665 -7.761502 0.00 -0.01 0.01
C 1.647373 -0.718151 -7.492314 0.00 0.00 0.00
O 2.519916 -0.527575 -8.483043 -0.01 0.00 0.01
C 2.115397 -0.857227 -6.185489 0.02 0.01 -0.01
F 3.438227 -0.850593 -5.951687 -0.02 -0.01 0.00
C 3.071711 -0.681098 -1.919262 0.00 -0.01 0.01
H -3.666879 -0.642513 -5.317757 0.00 0.00 0.00
H -2.584577 -1.579376 -4.292185 -0.01 0.00 0.00
H -4.026028 -0.815649 -3.592217 0.00 0.00 0.00
H -1.066084 3.296115 -4.827739 0.00 0.00 0.00
H -0.766670 2.548719 -2.195934 0.01 -0.01 0.01
H -2.035328 -0.994197 -1.961207 -0.01 0.00 -0.01
H -3.465907 -0.234138 -0.068019 0.00 0.00 0.00
H -3.297082 1.438787 -0.608608 0.00 0.00 0.00
H -4.188225 0.270867 -1.605759 0.00 0.00 -0.01
H 0.170419 -1.273520 -1.554672 0.00 0.00 0.00
H 1.108508 0.252898 0.796407 0.00 -0.01 0.00
H 1.662953 -1.365815 0.353251 0.01 0.00 -0.01
H 3.384811 0.303955 -0.059485 0.00 0.01 0.01
H 1.203737 1.649393 -1.648660 -0.01 0.01 0.00
H 2.383815 2.377802 -0.582093 0.00 0.00 0.00
H 2.955033 2.940956 -2.920621 -0.01 0.00 0.00
H 4.165979 1.823664 -2.333330 0.00 -0.01 0.00
H 1.857025 1.344867 -4.243896 0.00 0.00 0.00
H 3.563217 0.901466 -4.444705 0.00 -0.01 0.00
H -1.863087 -0.944834 -7.955441 0.00 0.00 -0.01
H 2.010587 -0.461740 -9.303237 0.00 0.00 -0.01
H 4.146483 -0.544429 -2.063812 0.00 -0.01 0.00
H 2.895180 -1.732594 -1.705528 0.00 0.00 0.00
```
Forces are in eV/Å.

ORCA calculation (wB97M-V/def2-TZVPD) on the molecule C7H14.

Its spin multiplicity is 1. As for the LUMO energy: 0.0233 hartree. The calculation puts the energy above the lowest of the compared OMol25 structures with the same formula, charge and spin at 91.86 kcal/mol.

```
21
Properties=species:S:1:pos:R:3:forces:R:3
C 2.131777 -0.671300 -0.054376 -0.18 0.19 -0.10
C 0.821584 -1.090298 -0.756054 -0.31 -0.10 -0.56
C -0.086472 0.652886 0.962842 -0.31 0.61 0.52
C 0.441177 1.993274 0.614821 0.12 -0.02 0.01
C -0.433513 -0.165301 -1.076561 0.95 -0.47 0.14
C -1.257785 0.294626 0.159207 0.12 0.15 0.33
C -2.125760 -0.812951 0.750029 0.00 -0.04 -0.01
H 2.859645 -1.488839 -0.139918 -0.21 0.10 -0.09
H 2.586847 0.210469 -0.517149 -0.09 -0.05 0.01
H 1.986125 -0.465104 1.005959 -0.03 0.00 -0.11
H 1.112695 -1.384492 -1.763572 0.11 -0.37 -0.09
H 0.442363 -1.992540 -0.255285 0.06 0.23 -0.14
H 1.513508 2.105619 0.787727 -0.08 -0.04 0.06
H -0.051331 2.602425 1.388407 -0.02 0.01 0.10
H 0.176024 2.441844 -0.355238 -0.12 -0.12 0.05
H -0.146301 0.693281 -1.698250 0.03 -0.20 0.28
H -1.068737 -0.805619 -1.690833 -0.13 0.07 0.05
H -1.865858 1.175698 -0.093659 -0.02 -0.08 -0.29
H -2.578049 -0.493662 1.692816 0.05 0.03 -0.10
H -1.526259 -1.698309 0.970006 0.01 0.05 -0.03
H -2.931688 -1.101707 0.069089 0.05 0.05 -0.01
```
Forces are in eV/Å.

ORCA calculation (wB97M-V/def2-TZVPD) on the molecule C15H23FN2.

Its structure (SMILES) is CCN1CCC(NCCc2ccc(F)cc2)CC1. Its spin multiplicity is 1. As for the LUMO energy: 0.0339 hartree. The calculation puts the energy above the lowest of the compared OMol25 structures with the same formula, charge and spin at 0.00 kcal/mol.

```
41
Properties=species:S:1:pos:R:3:forces:R:3
C 2.782210 1.651015 4.892936 0.04 0.10 -0.27
H 1.824393 1.380286 5.328203 -0.09 -0.02 0.08
H 3.458648 0.805865 4.986404 0.07 -0.08 0.07
H 3.201712 2.483816 5.451842 0.08 0.04 0.10
C 2.584372 2.057879 3.436512 -0.02 -0.01 0.21
N 1.791962 1.087094 2.701546 0.02 0.08 -0.08
C 2.527890 -0.127304 2.407714 -0.08 -0.26 0.10
C 1.601723 -1.178229 1.805826 0.16 0.19 -0.22
H 2.168822 -2.091094 1.608933 0.00 -0.07 -0.01
H 0.808565 -1.408499 2.517472 -0.04 -0.06 0.05
C 0.961024 -0.662892 0.519489 -0.09 0.07 0.25
N 0.006537 -1.642723 0.029748 0.26 -0.34 0.08
H 0.405445 -2.569887 0.106519 -0.01 0.08 -0.04
C -0.520617 -1.411532 -1.303750 -0.42 0.11 0.17
H 0.037106 -0.616462 -1.816844 0.01 -0.07 -0.03
C -2.009912 -1.017705 -1.237480 0.36 -0.08 -0.25
C -2.540757 -0.749083 -2.612535 -0.11 0.02 0.09
C -3.094456 -1.772967 -3.372447 0.05 0.16 0.02
C -3.545160 -1.543258 -4.659672 -0.04 0.14 -0.23
C -3.431373 -0.269533 -5.184328 0.04 -0.03 0.11
C -2.883317 0.770806 -4.457658 -0.09 -0.05 -0.24
C -2.439402 0.519587 -3.172266 -0.05 -0.15 -0.02
H -2.012179 1.324545 -2.592362 0.05 0.10 0.08
H -2.811541 1.753234 -4.897207 -0.01 0.09 -0.07
F -3.869657 -0.034271 -6.441539 0.03 -0.02 0.09
H -3.979903 -2.331526 -5.253904 -0.05 -0.06 -0.08
H -3.179190 -2.763041 -2.949271 -0.02 -0.12 0.06
H -2.111262 -0.133568 -0.609625 -0.04 0.00 0.08
H -2.557138 -1.834438 -0.766561 -0.02 0.03 0.07
H -0.434335 -2.315836 -1.914481 0.06 0.07 0.01
C 0.265016 0.660329 0.839861 0.38 0.02 -0.10
C 1.245111 1.639411 1.477432 -0.24 0.03 -0.10
H 0.720706 2.567035 1.721599 0.08 -0.01 -0.04
H 2.045530 1.881941 0.750972 -0.02 0.05 0.05
H -0.144454 1.106921 -0.066764 -0.09 0.03 -0.06
H -0.550859 0.460582 1.534247 -0.10 -0.01 0.01
H 1.759750 -0.467016 -0.225766 -0.10 0.00 0.12
H 2.950830 -0.514494 3.335570 0.07 0.01 -0.06
H 3.363150 0.072294 1.707326 0.00 0.02 0.08
H 2.038149 3.004753 3.415818 0.07 -0.02 -0.06
H 3.566860 2.227965 2.958491 -0.09 0.05 -0.03
```
Forces are in eV/Å.

ORCA calculation (wB97M-V/def2-TZVPD) on the molecule C3H3NO.

Its structure (SMILES) is N#CCC=O. Its spin multiplicity is 1. As for the LUMO energy: 0.0174 hartree. The calculation puts the energy above the lowest of the compared OMol25 structures with the same formula, charge and spin at 5.92 kcal/mol.

```
8
Properties=species:S:1:pos:R:3:forces:R:3
O -2.137569 0.207761 -0.342326 0.60 0.18 0.20
C -1.042364 0.498550 0.063150 -0.42 -0.15 -0.11
C 0.105432 -0.510111 0.053195 -0.02 -0.13 -0.03
C 1.422903 0.070623 -0.212661 0.90 0.42 -0.18
N 2.468829 0.515414 -0.426843 -1.10 -0.40 0.23
H -0.827692 1.491063 0.505217 0.02 -0.10 -0.09
H -0.121255 -1.287173 -0.682324 0.03 0.10 0.10
H 0.131718 -0.986130 1.042590 -0.01 0.07 -0.11
```
Forces are in eV/Å.

ORCA calculation (wB97M-V/def2-TZVPD) on a structure of composition C17H24BN9PdSi.

Its charge is +3. Its expectation value of S² is 0.7605. Its spin multiplicity is 2. As for the LUMO energy (spin up / spin down): -0.4953 / -0.4948 hartree.

```
53
Properties=species:S:1:pos:R:3:forces:R:3
Pd -0.091748 -0.227193 0.509871 0.69 -0.46 0.65
C -0.344662 3.962733 -0.439845 0.05 -0.05 0.02
C -0.685371 2.630406 -0.641024 0.00 -0.01 0.01
N 0.022068 1.850067 0.174088 -0.12 -0.19 0.19
N 0.843227 2.645788 0.910018 -0.03 -0.04 0.15
C 0.612714 3.927993 0.547646 -0.03 -0.04 -0.06
B 1.784659 1.922923 1.909229 -0.02 0.01 0.09
N 0.912737 1.252163 3.014821 0.23 0.08 -0.44
C 0.850180 1.380029 4.353121 -0.43 -0.37 0.13
C -0.118023 0.507457 4.848541 0.49 0.52 -0.30
C -0.621397 -0.126151 3.729691 -0.04 -0.32 -0.81
N 0.007551 0.328190 2.622768 -0.31 -0.20 -0.20
N 2.575431 0.836255 1.136877 -0.12 0.19 0.08
C 3.897367 0.683848 0.912761 0.02 0.02 0.01
C 4.099423 -0.398161 0.086924 -0.12 0.02 -0.02
C 2.823877 -0.883832 -0.175220 0.09 -0.13 -0.18
N 1.924096 -0.129465 0.450572 -0.40 -0.22 0.15
N 2.840399 2.828175 2.625137 -0.10 0.06 0.04
C 3.187368 4.080972 2.595797 0.02 -0.03 -0.09
C 4.286296 4.265846 3.513468 0.10 -0.03 -0.03
C 4.496650 2.965414 4.058437 -0.05 -0.10 0.04
N 3.664196 2.107695 3.555048 0.06 0.05 0.05
H -0.732310 4.827642 -0.949303 0.00 0.00 0.01
H -1.381985 2.212632 -1.349971 -0.04 -0.01 0.02
H 1.119124 4.762838 0.992228 -0.01 -0.01 0.02
H 1.469838 2.073971 4.895982 0.04 -0.01 -0.09
H -0.404091 0.362137 5.876422 -0.04 0.01 -0.03
H -1.389166 -0.879561 3.658459 0.02 -0.02 0.00
H 4.625373 1.346257 1.347758 -0.03 0.00 0.00
H 5.036788 -0.775908 -0.281646 0.00 -0.01 0.00
H 2.512740 -1.708625 -0.793875 0.02 -0.04 0.05
H 2.735769 4.830216 1.969603 0.02 0.01 0.00
H 4.840427 5.175549 3.694900 -0.06 0.03 0.03
H 5.228139 2.657192 4.791273 0.01 0.01 0.00
N -2.175376 -0.274234 0.321255 0.31 0.00 0.23
H -2.579329 -1.147860 0.650845 0.01 -0.04 0.03
H -2.444716 -0.180179 -0.656471 -0.01 0.01 -0.03
H -2.606560 0.487967 0.840382 -0.03 0.04 0.01
C -1.100198 -5.481184 -1.753103 -0.45 0.72 0.93
Si -0.000067 -5.188436 -0.173492 1.49 -1.84 -2.09
C 1.704505 -5.656430 -0.952760 -1.00 0.67 1.35
C -0.455624 -6.238611 1.262752 -0.48 0.23 0.49
C -0.023762 -3.394187 0.134173 -0.18 -0.14 0.14
C -0.050006 -2.161394 0.228430 -0.29 2.06 0.40
H -0.984671 -6.533683 -2.004923 0.08 -0.01 0.10
H -0.787548 -4.832241 -2.565269 -0.04 -0.03 -0.04
H -2.109135 -5.251122 -1.400199 -0.10 -0.13 -0.43
H 1.636479 -6.700904 -1.250086 0.16 -0.01 -0.01
H 2.408295 -5.518904 -0.127016 0.40 -0.21 -0.36
H 1.930085 -5.013052 -1.798550 0.12 -0.05 -0.03
H -0.418226 -7.284678 0.951111 0.03 0.05 -0.12
H -1.463791 -6.031826 1.626943 0.02 -0.08 0.04
H 0.240186 -6.105313 2.092766 0.03 0.02 -0.04
```
Forces are in eV/Å.